51
Properties=species:S:1:pos:R:3:forces:R:3 method="wB97M-V/def2-TZVPD" total_charge=0 relative_energy_kcal_mol=69.12 gap_ev="3.4900 / 3.4906" homo_ev="-4.907 / -4.908"
H 1.94278 0.47872 -2.24938 -0.4 0.0 -0.2
H 1.40231 4.00529 -2.38070 0.3 0.0 0.0
H -3.39024 0.61616 -0.54876 0.0 -0.1 -0.1
H -3.63505 -1.13788 0.70687 0.2 0.0 0.6
H -0.48249 -3.66016 -2.87595 0.0 0.2 0.2
C -2.62809 -0.75849 0.95760 -1.3 0.5 -0.9
C 1.60982 -1.74028 4.20687 0.4 -0.6 -0.4
H 1.43702 -0.83174 1.34338 -1.4 0.4 -0.2
H -0.96440 -3.92436 -1.17860 0.1 0.4 -0.2
C 2.07140 1.19593 4.50222 -0.2 1.6 1.0
C 0.49664 -0.33516 0.91763 1.2 -0.5 -0.7
H 2.25589 -3.16968 -1.05405 -0.2 0.2 -0.1
C -1.66607 -1.79551 0.65991 1.3 -1.3 -1.0
H 2.17135 -2.20333 5.03925 0.1 0.0 -0.2
H -1.87128 -2.76621 -2.19083 0.6 -0.1 0.3
H -1.70039 0.25003 -0.70973 0.1 -0.1 0.1
H 0.81244 -1.17926 4.71719 0.4 0.3 -0.4
H -1.12588 -0.04689 -2.34960 0.4 -0.3 0.1
H 0.91903 0.25769 0.07954 -0.4 -0.5 0.6
P 0.61761 2.11852 -1.08510 -1.3 0.3 -0.4
H 0.86717 1.37718 -3.34116 0.1 -0.4 0.1
H 0.70499 1.22172 2.44924 -0.2 -0.5 -0.5
H -1.24718 3.73316 -1.27172 0.1 -0.3 -0.1
H -0.56859 0.14204 2.75702 -0.2 0.0 -0.2
H -0.58189 3.31762 -2.87394 -0.1 -0.2 0.2
H -0.65806 2.85099 1.71278 -0.7 -1.0 0.3
H 2.75151 2.95343 -1.84021 0.1 0.2 0.0
C -0.08437 -0.37530 -2.48547 0.3 -0.1 -0.5
C 0.89627 0.81723 -2.38867 0.6 0.3 -0.4
H -0.04269 -0.76214 -3.50938 0.0 0.1 -0.1
H -2.01961 -2.81360 0.70619 0.2 -0.2 0.2
N 1.49755 1.79755 5.33974 1.1 -1.2 -1.6
H 1.94976 4.05117 -0.68413 0.1 -0.1 -0.2
C -0.11767 0.68367 1.91855 0.7 0.2 0.4
H 0.25437 -2.50826 0.77639 -0.1 0.6 -0.5
H -1.69600 2.18877 -2.03747 0.3 0.3 0.1
C -1.02419 1.82878 1.44651 0.7 0.5 0.1
C 1.92634 -2.41862 -1.78741 0.6 -0.3 -0.8
C -0.87502 2.90841 -1.89609 0.0 -0.1 0.2
H 2.63867 -1.58170 -1.79898 -0.2 -0.2 0.1
P 0.25816 -1.84713 -1.42430 -1.2 0.8 -0.8
C -0.26469 -1.60502 0.32794 -0.1 -0.3 3.7
H -2.60612 -0.49460 2.02029 -0.3 0.5 0.0
H 1.08919 -2.57820 3.71417 0.1 -0.1 0.0
Sr 3.21962 -0.31737 2.63884 -1.4 0.2 2.0
C -2.47110 0.46354 0.02127 -0.7 -0.1 0.4
H -2.81981 2.53359 0.60729 0.4 0.3 -0.2
C 1.80096 3.40603 -1.55779 0.3 0.3 -0.3
C -2.11847 1.71101 0.71038 -0.2 0.6 0.5
C -0.86431 -3.16343 -1.97216 0.0 -0.3 -0.5
H 1.93275 -2.89393 -2.78550 0.2 0.1 0.4

---

61
Properties=species:S:1:pos:R:3:forces:R:3 method="wB97M-V/def2-TZVPD" total_charge=0 relative_energy_kcal_mol=0.00 smiles="C[C@H](COC(=O)CS[PH2](Cl)C[C@@H]1CO1)OC(=O)CS.CN(C)C=O.CN(C)C=O" gap_ev=8.8152 homo_ev=-8.753
O 3.10941 2.42622 3.38397 -4.1 -1.7 1.6
H -1.81708 0.85938 -0.81527 0.0 0.2 -0.1
C -1.57387 1.90367 -1.00386 -0.1 0.3 -0.2
C -3.85649 1.80435 -2.01224 0.4 0.0 0.1
H -1.32749 -0.77533 3.85698 1.2 0.7 0.4
H -6.08742 -2.94670 -4.42832 0.1 0.0 -0.2
H 2.50480 -1.31500 2.70821 -1.8 0.1 0.0
H -1.38511 2.41394 -0.05641 0.1 -0.1 -0.1
H 5.07187 1.33102 0.62944 -1.1 -0.9 -0.7
C 1.97576 2.04638 3.78507 4.0 1.5 -1.5
O -5.29051 -0.80739 -2.86274 0.0 -0.3 -0.1
C 4.43797 0.52512 0.13438 2.4 -1.9 -0.4
H -3.42775 4.28787 -2.52848 -0.1 -0.1 0.0
H -4.59116 -2.27213 -5.10509 -0.1 -0.1 -0.1
H -0.67488 1.96596 -1.61966 0.0 -0.1 0.2
C -4.66958 -1.76701 -2.44612 0.0 -0.3 -0.2
H -4.59229 2.42593 -2.52445 0.1 0.0 0.0
C -3.70521 -4.02619 -2.56585 -0.1 0.1 -0.2
H -0.17347 -0.75245 5.28380 -0.1 0.8 -1.5
O -1.57183 4.57911 -1.76873 0.0 -0.2 0.1
C -5.00157 -3.06067 -4.46967 -0.1 0.3 0.0
H -0.93127 0.81247 4.69007 0.8 -1.4 -0.7
H 6.30222 -2.79916 0.69957 -0.9 1.6 0.6
C 0.54134 -1.29443 0.68181 -3.3 2.5 -0.2
C 5.87299 -1.77475 0.98980 2.9 3.0 -2.2
H 0.10290 2.82499 4.68779 0.9 0.6 -1.1
C 5.57637 -0.69985 -0.26049 0.5 -0.9 3.5
O 1.82036 0.68519 4.15758 -0.7 1.8 -1.4
H -4.75083 -4.03609 -4.88775 0.0 0.1 0.1
H -3.57995 0.97062 -2.65976 -0.3 0.0 0.1
H -2.84091 -4.23194 -3.20262 0.0 -0.2 0.1
H 0.54673 0.74161 2.47823 0.1 -1.3 0.9
C 1.60808 -1.22087 -0.49857 0.1 -1.0 0.2
H 2.63302 -1.64788 -0.24099 -1.3 0.6 -0.1
C 0.84227 3.17127 3.88238 -0.5 -1.9 1.8
O -0.49773 -0.59366 0.55518 3.7 -2.8 0.4
H 1.29072 -2.06344 3.84625 0.0 1.0 -1.6
N -2.66616 2.56649 -1.68976 -0.2 0.9 -0.2
N -4.45757 -2.92546 -3.13206 0.0 0.5 0.6
C 1.36964 -1.38683 2.91460 1.1 0.1 1.5
H -4.29384 1.42023 -1.08725 -0.1 -0.1 -0.2
H 1.19870 -1.87544 -1.35736 0.5 1.1 1.3
H 3.26982 2.52118 -1.52768 0.0 -1.1 -0.1
H 1.34499 4.12010 4.28892 -0.7 -1.4 -1.2
P 3.71884 1.14341 -1.49660 0.1 -0.3 0.9
H 3.69565 0.04516 0.84629 0.8 1.0 -1.1
S -0.06544 3.50068 2.30250 0.0 -0.3 0.0
H -0.90523 2.40123 2.07216 1.0 0.8 0.9
C -0.47624 -0.18544 4.33356 -0.5 0.3 -0.1
H -4.34604 -4.91045 -2.52179 0.2 -0.1 0.1
H 5.55692 -1.14013 -1.37121 0.3 1.0 2.7
O 0.65040 -2.07334 1.86261 0.8 1.4 -1.4
H 3.64275 0.28250 -2.65608 0.5 0.7 0.7
H 6.00041 -1.37766 2.04479 -1.7 -1.3 -1.1
H -3.35868 -3.78536 -1.55967 -0.1 0.1 -0.1
O 6.88042 -0.63720 0.48708 -3.4 -1.3 -2.6
C -2.54222 3.88441 -2.01073 0.0 -0.5 0.2
Cl 5.64383 1.86532 -2.11612 0.5 0.1 -0.3
H -4.21418 -1.76992 -1.44221 0.1 -0.1 0.0
C 0.77249 0.03266 3.33832 -0.9 -0.3 1.3
S 1.69035 0.59369 -1.01575 -1.3 -0.9 0.6

---

67
Properties=species:S:1:pos:R:3:forces:R:3 method="wB97M-V/def2-TZVPD" total_charge=-2 spin_multiplicity=4 gap_ev="4.5370 / 4.4352" homo_ev="0.068 / 0.169"
O -1.46644 -0.95970 1.97271 -0.7 -0.1 -0.5
O -0.53478 1.66845 1.97348 -0.2 0.3 0.3
H 2.13257 0.37667 5.19880 0.1 0.0 0.1
H 2.46102 1.77388 2.52584 -0.3 -0.5 -0.7
H -2.46551 -1.36895 -2.34036 -0.2 0.0 0.1
C -2.79698 -2.41020 -2.34027 0.6 0.9 0.4
Co -0.45764 0.14994 0.27484 -0.7 1.0 -0.9
O -0.36922 0.90078 -4.60129 -0.1 0.2 -0.1
H -2.18440 3.09308 1.86467 -0.1 0.2 -0.1
O -2.10046 -0.81647 4.13257 -0.3 -0.4 0.2
P 2.14325 0.35538 -0.18032 -1.2 5.7 -5.0
O -0.50174 2.98164 -5.15669 -0.2 -0.2 -0.2
O 0.35586 -3.66460 -1.49169 -0.6 -0.5 -0.5
H 1.51482 -2.80302 0.04054 0.0 -0.3 0.0
H 1.76182 -2.10391 -1.49086 0.1 -0.1 -0.2
H 2.66857 -4.91412 -0.63199 -0.1 -0.1 -0.1
H -3.95600 0.11477 4.07450 0.1 -0.3 0.1
C -0.23398 2.24936 2.97995 0.1 -0.7 -0.6
H 0.75890 -2.25387 2.19154 -0.1 0.0 -0.4
H 2.56850 -4.51233 -2.33651 -0.1 0.2 -0.1
H -2.84366 0.60664 2.80153 0.2 0.0 0.1
H 1.03437 -0.46780 -3.71234 0.2 0.6 -0.3
H 0.15957 4.74692 -4.25122 -0.1 -0.4 0.2
H 1.06414 4.25968 -5.63477 -0.1 -0.2 -0.2
H -0.88165 4.90005 -7.11090 -0.1 -0.3 0.1
H -0.57998 6.18387 -6.00212 0.0 0.0 0.2
C 2.67534 -4.07803 -1.34286 0.3 -0.5 0.6
O -1.63192 -3.24006 -2.29638 -0.4 -0.8 -0.5
H -1.84254 4.76396 2.49195 0.3 -0.1 -0.3
O -0.79366 -2.42961 3.51550 -0.6 -0.3 0.4
C -1.49038 -1.38221 3.08568 1.1 0.2 0.5
H 3.51532 0.12484 4.08100 -0.1 -0.1 0.0
F -2.29027 0.78588 -0.33904 0.2 -0.4 0.3
C 0.20115 2.08857 -4.40335 -0.1 -0.3 0.0
H -0.52162 -3.38053 1.66403 -0.1 0.2 0.0
O 0.81444 2.01433 3.73200 -0.1 0.6 0.6
H -0.21949 0.07070 -2.65323 0.0 0.6 -0.1
C 2.73039 0.81492 4.39879 0.0 -0.2 -0.6
C 1.59729 -3.08048 -1.01122 0.3 0.6 -0.2
O 1.14731 2.35611 -3.73921 0.2 0.2 -0.1
O 2.54804 -0.06324 -1.62199 0.5 -2.4 1.5
O 3.08913 1.49675 0.25796 0.4 -2.2 2.0
C -2.04564 3.72100 2.74560 -0.5 0.2 -0.1
O 0.81773 1.26617 -0.56797 -0.6 -0.6 0.6
H 1.51019 -3.87803 3.93450 -0.3 0.1 0.3
H 3.66980 -3.63675 -1.26390 -0.1 0.3 -0.1
C -2.90596 0.32097 3.85307 -0.4 0.5 -0.3
C -0.69481 -2.85700 -1.43834 1.1 0.3 0.2
H -0.60840 -1.02091 -3.98462 -0.1 0.2 -0.3
H 0.13191 -4.97588 3.46759 0.0 0.1 0.4
C 1.86579 1.14763 3.18856 0.2 0.6 1.0
H 3.24294 1.72074 4.72510 -0.2 0.0 0.3
H -3.33189 -2.62117 -3.25933 0.0 -0.3 0.0
O -0.75464 -1.89151 -0.73431 -0.6 0.3 0.2
C -0.89457 5.13610 -6.04198 0.2 0.3 -0.7
H -2.96040 3.77362 3.34375 0.1 -0.4 0.1
C 0.80370 -4.17189 3.16197 0.1 -0.4 -0.9
O 1.35619 -0.63654 0.73986 1.6 -1.3 1.2
H 1.41136 -4.60935 2.36018 0.0 0.0 0.0
C 0.04633 4.27316 -5.23251 0.2 0.9 0.4
O -0.98625 3.21616 3.53798 0.2 0.4 0.6
H -3.39421 -2.55187 -1.44102 -0.2 -0.1 -0.1
H -2.56740 1.12798 4.50063 0.1 0.0 -0.1
C 0.05657 -3.02755 2.51714 0.8 0.2 0.3
H -1.92008 5.07098 -5.68227 0.0 -0.1 0.1
H 1.38256 0.30557 2.70330 0.4 0.0 -0.3
C -0.01029 -0.14971 -3.70228 0.2 -1.1 0.8

---

62
Properties=species:S:1:pos:R:3:forces:R:3 method="wB97M-V/def2-TZVPD" total_charge=0 relative_energy_kcal_mol=99.47 gap_ev=5.2771 homo_ev=-6.984
C -5.07825 -3.98608 3.37915 -1.3 1.6 -1.0
H -4.68116 0.22206 -9.85738 0.4 -0.1 0.4
H 4.15580 2.53661 1.70708 -0.3 -0.1 -0.1
H 2.49082 -2.96726 1.58810 0.0 -0.5 0.8
C -0.18616 -2.10859 7.59213 -0.5 0.4 -0.4
H 0.37303 0.42519 -6.39073 0.0 0.1 -0.1
H -2.46586 -4.96822 -1.30622 -0.1 0.2 -0.1
H 7.02509 7.07333 -0.00434 0.1 0.3 -0.2
O 5.84808 4.12436 2.60315 0.5 -0.3 -1.8
O -3.25033 -2.64361 1.82785 -0.1 -2.0 -1.7
C 7.34593 7.14550 1.03486 -1.3 -0.3 -0.1
H -4.58389 -3.15116 3.87574 0.2 -0.2 0.0
C -2.24371 -4.22886 -0.53673 -1.2 -0.7 0.5
O -3.38633 1.44137 -8.65003 0.2 0.6 -0.7
O 0.38315 -0.52810 3.78346 1.4 -2.1 -0.2
C -3.52076 -3.81618 1.55667 1.1 2.7 0.5
H 3.81576 2.24826 -0.04337 0.8 -0.1 0.0
O -3.19566 -4.61352 0.52171 0.5 0.6 -0.1
H 8.10254 7.92535 1.12134 -0.1 -0.1 0.2
H -1.22533 -4.46376 -0.22721 0.0 0.8 0.3
H -2.37416 -0.37773 -5.27772 -0.4 -0.1 -0.8
C -1.70744 0.30017 -5.81066 1.1 0.0 0.1
H -2.48895 -3.23150 -0.90174 0.6 0.0 0.3
K -0.19059 4.03280 -2.72942 -0.2 -0.9 0.4
C 1.87224 -2.19479 2.04498 -0.1 0.6 -1.4
H -7.05526 -4.22817 2.38458 -0.1 -0.2 0.3
O 0.58868 -2.15262 5.26501 1.1 -2.2 1.4
O 7.17556 4.67840 0.84581 0.6 0.2 -1.6
H -4.26482 1.79871 -10.51305 0.5 0.1 0.3
H 2.46574 -1.28463 1.95869 -0.3 0.2 0.3
H -6.29211 -2.78937 1.87562 0.4 0.3 0.3
H 0.99478 -2.14791 1.40003 -0.1 0.4 0.2
O -2.25095 1.04508 -6.89862 0.0 0.8 0.2
H -1.33612 -1.77666 5.76343 -0.1 -0.4 0.1
C 7.88227 5.79458 1.38636 1.5 -0.8 1.2
H -0.37527 -0.99819 -7.09254 -0.4 -0.2 0.3
C 6.15545 4.07103 1.41619 -1.3 1.0 2.2
H -5.32532 1.68331 -9.10507 -0.2 -0.1 -0.2
H -5.34838 -4.76597 4.09112 0.4 -0.1 -0.2
H 8.88689 5.78510 0.96357 -0.1 -0.7 -0.3
C 4.15648 2.96430 0.70450 -0.1 0.5 0.9
H -1.53658 1.11543 -5.10763 0.4 -0.3 0.3
C -0.36362 -0.35776 -6.21060 -0.5 0.8 0.8
H -1.03196 -1.68650 8.13483 -0.1 0.1 0.1
O -3.53095 -0.63180 -7.71272 0.5 2.1 0.0
H -0.03757 -0.86314 -5.30155 0.2 -0.4 -0.2
H -0.30737 -3.18544 7.70963 0.4 0.0 -0.2
C -0.33647 -1.59043 6.15604 -0.9 0.8 0.4
O 5.45935 3.49594 0.44061 0.1 -0.7 -0.9
H 3.45883 3.80017 0.65255 -0.1 0.0 0.3
H -0.28460 -0.50178 6.13987 0.4 0.1 0.0
H 8.05454 5.54203 2.43262 -0.4 0.7 0.3
H 0.69808 -1.71519 8.09357 0.2 -0.3 -0.2
C -6.43968 -3.41036 2.75919 1.2 -1.0 0.0
C -3.10901 0.52805 -7.73389 -1.0 -3.2 -0.6
C -4.44832 1.25226 -9.58794 -0.9 -0.1 0.3
F -0.72852 0.49930 -1.18980 0.2 0.8 -0.6
O -4.20707 -4.55604 2.38375 -1.8 -1.9 1.0
H -6.98084 -2.84799 3.52010 0.1 -0.1 0.0
H 6.44972 7.38101 1.60883 0.1 0.3 0.1
C 0.82833 -1.64390 4.09498 -2.3 3.9 -0.9
O 1.50221 -2.49645 3.37125 1.0 -1.2 0.1

---

E_tot? In order: -1396.11168; -2862.73014; -3656.85468; -2231.43588 hartree.